This record from the OMol25 dataset describes an isolated molecule of C4H7FN2. The level of theory is the ωB97M-V functional and the def2-TZVPD basis.

Computed properties:
- SMILES string: C=NNCC(=C)F
- Charge: 0
- M: 102.11 g mol⁻¹
- Calculated total energy: -9956.5647 eV
- 2S+1: 1
- LUMO: 1.05 eV
- Orbital gap: 0.353 hartree

Element x y z (Å)
C: 0.28915 0.23712 1.16475
C: -0.21571 -0.77071 1.86679
C: 1.17761 0.08510 -0.04560
C: -1.53555 0.07030 -1.35291
H: 0.12886 -1.76529 1.64837
H: -0.97240 -0.64847 2.58595
H: 1.38621 -0.99560 -0.16623
H: 2.16497 0.63811 0.20723
H: 1.38766 0.76847 -1.92281
H: -1.81782 0.90748 -0.73777
H: -2.22452 -0.71628 -1.60557
N: 0.64225 0.69232 -1.24713
N: -0.37782 -0.05670 -1.82452
F: -0.03288 1.55416 1.42944

Atoms 1-6, force components in eV/Å:
-0.372 0.349 -0.320
0.695 0.597 -0.956
1.585 0.631 1.252
0.201 0.184 0.108
-0.081 -0.166 -0.204
-0.543 0.285 1.040

This record from the OMol25 dataset describes a structure of composition C37H37GeN6O3ReS. The level of theory is the ωB97M-V functional and the def2-TZVPD basis.

Computed properties:
- Charge: +2
- M: 904.63 g mol⁻¹
- Calculated total energy: -123520.0177 eV
- 2S+1: 1
- LUMO: -6.52 eV
- Orbital gap: 0.228 hartree

Element x y z (Å)
Re: 0.42530 -1.23229 1.31652
N: -6.62414 3.46477 1.28170
C: -5.36829 2.99962 1.47205
C: -4.91613 2.67537 2.76580
C: -3.64512 2.19837 2.96074
C: -2.79680 2.03303 1.86105
C: -3.22410 2.35017 0.56769
C: -4.49759 2.82274 0.37778
S: -1.19653 1.48760 2.11846
O: -0.83918 1.54280 3.49973
O: -0.30088 1.97720 1.11250
N: -1.21420 -0.22201 1.76230
C: -1.90145 -1.16503 2.53983
N: -2.90326 -0.91672 3.34371
C: -3.39715 -1.98510 3.97471
C: -2.88341 -3.26835 3.82112
C: -1.83027 -3.42332 2.94680
N: -1.35976 -2.36656 2.27421
H: -7.20996 3.68849 2.06593
H: -6.91535 3.80048 0.38164
H: -5.57503 2.81965 3.61247
H: -3.29051 1.96204 3.95346
H: -2.55094 2.24172 -0.27430
H: -4.83281 3.08134 -0.61890
H: -4.23749 -1.80040 4.63316
H: -3.29656 -4.10799 4.35854
H: -1.36597 -4.38222 2.75413
N: -1.19595 -2.60863 -1.10494
C: -0.11570 -3.36828 -0.81098
C: 0.13055 -4.57518 -1.48739
C: 1.22352 -5.32506 -1.15872
C: 2.09873 -4.88698 -0.15066
C: 1.81470 -3.71865 0.48159
N: 0.71053 -2.97435 0.17432
H: -1.78432 -2.88753 -1.87181
H: -1.26569 -1.64344 -0.82214
H: -0.54851 -4.88079 -2.27153
H: 1.41818 -6.25119 -1.68298
H: 2.97694 -5.45091 0.12525
H: 2.45033 -3.32793 1.26622
C: 2.94225 0.29556 4.17273
C: 2.84073 -0.04601 2.70939
C: 4.04598 -0.73767 2.12575
O: 1.68008 -0.97292 2.56860
H: 3.73576 1.03058 4.30949
H: 3.18872 -0.58923 4.76022
H: 2.00984 0.72629 4.53579
H: 2.56427 0.82632 2.11943
H: 4.28296 -1.64185 2.68893
H: 4.90537 -0.06956 2.18103
H: 3.88626 -0.98428 1.07350
C: 0.90344 -0.20151 0.02830
Ge: 1.13010 0.80277 -1.70016
C: 1.75000 -0.74878 -2.69137
C: 2.86376 -1.45019 -2.22248
C: 3.32075 -2.57750 -2.89054
C: 2.66581 -3.01675 -4.03447
C: 1.56062 -2.32554 -4.51191
C: 1.10371 -1.19525 -3.84358
C: -0.58824 1.44779 -2.28371
C: -1.62956 0.59290 -2.65028
C: -2.83145 1.10411 -3.11643
C: -2.99831 2.47945 -3.22541
C: -1.97376 3.33946 -2.85694
C: -0.77137 2.82635 -2.38428
C: 2.41824 2.19311 -1.40757
C: 3.17817 2.61551 -2.49970
C: 4.10377 3.63808 -2.34866
C: 4.27677 4.23981 -1.10933
C: 3.51581 3.83215 -0.02241
C: 2.58621 2.81227 -0.17060
H: 3.40220 -1.09461 -1.34805
H: 4.20094 -3.09886 -2.53522
H: 3.03242 -3.88416 -4.56849
H: 1.06824 -2.65120 -5.41927
H: 0.25552 -0.64948 -4.24039
H: -1.48773 -0.48227 -2.61939
H: -3.63074 0.43624 -3.41100
H: -3.92834 2.87966 -3.60872
H: -2.10308 4.40988 -2.94459
H: 0.02375 3.50350 -2.09566
H: 3.06001 2.14680 -3.47094
H: 4.69051 3.96397 -3.19713
H: 4.99986 5.03612 -0.99324
H: 3.63537 4.31995 0.93637
H: 1.94867 2.54253 0.66332

Atoms 1-6, force components in eV/Å:
-0.108 -0.105 -0.193
0.051 -0.025 0.007
-0.062 0.023 -0.009
0.012 0.002 0.030
0.003 0.012 -0.058
-0.034 0.025 0.007

This record from the OMol25 dataset describes a structure of composition C25H24N3O3PdS2. The level of theory is the ωB97M-V functional and the def2-TZVPD basis.

Computed properties:
- <S²>: 6.0659
- Charge: +1
- M: 585.04 g mol⁻¹
- Calculated total energy: -62070.7425 eV
- 2S+1: 5
- LUMO (alpha / beta): -3.00 / -5.82 eV
- Orbital gap (alpha / beta): 0.287 / 0.216 hartree

Element x y z (Å)
Pd: 0.06205 -0.40904 0.05866
C: -2.61613 -2.31942 -1.67140
C: -3.36202 -1.08617 -1.27272
C: -4.33148 -0.55136 -2.08121
C: -5.05905 0.56938 -1.67500
C: -4.80745 1.18307 -0.44627
C: -3.86795 0.68641 0.42531
C: -3.56334 1.42085 1.69403
C: -3.13873 -0.50117 0.03284
N: -2.20410 -1.07848 0.78357
C: -2.27022 -1.17639 2.15255
O: -3.28967 -1.28910 2.79719
C: -0.92915 -1.26659 2.84288
C: -0.84885 -1.49425 4.20706
C: 0.40434 -1.54806 4.79857
C: 1.53787 -1.37585 4.01833
C: 1.36963 -1.14657 2.66320
N: 0.16460 -1.10062 2.10571
C: 2.55378 -0.96676 1.75347
O: 3.67486 -1.17328 2.15699
N: 2.23658 -0.67239 0.43045
C: 3.21112 -0.29309 -0.41440
C: 4.20108 0.69365 -0.04908
C: 4.12828 1.47017 1.23188
C: 5.15671 1.02541 -0.98099
C: 5.19193 0.41635 -2.23229
C: 4.23809 -0.53985 -2.59147
C: 3.23575 -0.89784 -1.72659
C: 2.31564 -2.02977 -2.06987
H: -2.76799 -2.53057 -2.72798
H: -2.96110 -3.17797 -1.09160
H: -1.54749 -2.22254 -1.47461
H: -4.53701 -1.00745 -3.04088
H: -5.81952 0.97677 -2.32835
H: -5.35376 2.07733 -0.17467
H: -3.87430 2.46015 1.60667
H: -2.49625 1.40396 1.92188
H: -4.08825 0.97090 2.53704
H: -1.76440 -1.62119 4.76694
H: 0.49681 -1.72301 5.86183
H: 2.53682 -1.41791 4.42783
H: 3.10493 1.55919 1.59589
H: 4.52127 2.47267 1.07361
H: 4.72150 0.98870 2.00894
H: 5.87914 1.79435 -0.73978
H: 5.96971 0.68281 -2.93576
H: 4.31103 -1.03173 -3.55241
H: 2.62451 -2.49151 -3.00553
H: 1.29320 -1.67412 -2.19256
H: 2.32490 -2.79360 -1.29189
C: -1.06521 3.39162 -3.11417
O: -0.59086 3.28511 -1.75805
C: -0.36431 2.10229 -1.25605
S: 0.17977 2.02977 0.35233
S: -0.59003 0.65490 -2.10210
H: -1.17815 4.45454 -3.29460
H: -2.02035 2.87813 -3.21354
H: -0.33881 2.95916 -3.79980

Atoms 1-6, force components in eV/Å:
-0.275 -0.204 -0.209
-0.008 0.025 0.021
-0.010 0.000 0.012
-0.013 0.029 -0.028
0.014 -0.042 -0.024
0.031 0.006 0.029

This record from the OMol25 dataset describes a structure of composition C19H13BF4N5O2Ru. The level of theory is the ωB97M-V functional and the def2-TZVPD basis.

Computed properties:
- <S²>: 0.7646
- Charge: 0
- M: 531.22 g mol⁻¹
- Calculated total energy: -45591.2654 eV
- 2S+1: 2
- LUMO (alpha / beta): -2.01 / -2.35 eV
- Orbital gap (alpha / beta): 0.245 / 0.236 hartree

Element x y z (Å)
Ru: 0.14826 0.44319 0.22128
C: -0.43558 -0.20598 3.27355
O: -0.31959 -0.73054 1.92745
C: 0.08760 -2.04847 1.77185
C: 0.02166 -2.97960 2.79089
C: 0.39854 -4.28818 2.52762
C: 0.83263 -4.65987 1.26371
C: 0.91049 -3.72027 0.25322
C: 0.54700 -2.40461 0.50528
N: 0.66703 -1.36314 -0.45571
N: 1.14974 -1.68041 -1.56907
C: 1.29987 -0.76581 -2.57114
C: 0.81991 0.55693 -2.55386
O: 0.18478 1.12041 -1.54057
C: 0.95682 1.36732 -3.70693
C: 1.58159 0.89829 -4.81528
C: 2.11322 -0.41890 -4.86881
C: 2.77471 -0.89099 -6.02190
C: 3.29199 -2.15639 -6.05890
C: 3.16541 -2.99127 -4.93645
C: 2.52485 -2.55749 -3.80515
C: 1.97598 -1.26108 -3.74665
H: -1.24519 -0.71765 3.78766
H: -0.67408 0.84473 3.16529
H: 0.51364 -0.33503 3.79037
H: -0.31896 -2.70288 3.77689
H: 0.34631 -5.02080 3.32125
H: 1.12171 -5.68307 1.06875
H: 1.26784 -3.98136 -0.73133
H: 0.55666 2.37014 -3.65255
H: 1.69060 1.53508 -5.68480
H: 2.86922 -0.22958 -6.87437
H: 3.80230 -2.51400 -6.94306
H: 3.58380 -3.98896 -4.96318
H: 2.44776 -3.20331 -2.94350
F: 4.26095 0.71597 1.33637
B: 3.44463 0.01875 0.53269
F: 3.46334 0.31781 -0.78932
F: 3.29468 -1.30027 0.82342
F: 1.93116 0.66176 0.99233
N: -2.60988 3.50661 4.48457
C: -2.05191 3.71465 3.49398
N: -1.42566 3.99616 2.35268
C: -1.01360 3.02361 1.65207
N: -0.62492 2.16808 0.95133

Atoms 1-6, force components in eV/Å:
0.149 -0.242 0.097
0.008 -0.022 -0.006
0.013 0.117 0.024
0.018 -0.017 -0.075
-0.010 0.013 0.011
-0.007 -0.007 0.004